Below is a single C3H6N3P molecule at a distorted geometry, with properties calculated with ωB97M-V/def2-TZVPD.

Computed properties:
Max |F| (eV/Å): 6.046
HOMO-LUMO gap (eV): 9.4
Relative energy (zero: lowest compared OMol25 entry of this formula, charge and spin) (eV): 1.379
E (eV): -16965.979
SMILES: NPc1ccn[nH]1
Net charge: 0

Geometry (Å):
H 1.69329 -0.73612 -1.21147
H -3.12493 -1.05864 -0.33013
N -0.86916 1.09907 0.33405
N -2.19884 0.73733 0.36702
C -2.27803 -0.49671 -0.24465
H 2.98835 0.69782 1.21580
P 1.57512 0.44445 -0.64367
C -0.96842 -0.83527 -0.76840
C -0.12467 0.21638 -0.28376
H -0.55557 -1.59499 -1.32191
H -0.62183 1.98122 0.75956
H 1.91892 -0.41797 1.40874
N 2.56574 -0.03658 0.71881